# 1
Entry from the Open Molecules 2025 dataset: a cluster of 2 separate species, C3H7NO2 in total (ωB97M-V/def2-TZVPD).

XYZ file:
```
13
Properties=species:S:1:pos:R:3:nbo_charge:R:1
C -2.03717 -0.45964 -0.48791 -0.513
C -1.45674 0.55698 0.13788 -0.016
N -0.52078 1.42035 -0.42539 -0.848
H -2.81482 -0.99801 0.02488 0.212
H -1.62103 -0.88948 -1.38468 0.193
H -1.90669 0.92903 1.04482 0.199
H -0.16056 1.19604 -1.33393 0.394
H -0.29994 2.27714 0.04176 0.407
O 3.63882 -0.38931 0.56317 -0.553
C 2.61419 -0.97886 0.67104 0.673
O 1.48595 -0.63742 0.05167 -0.819
H 2.39265 -1.90150 1.22698 0.111
H 0.68611 -0.12532 -0.13030 0.559
```

The calculation puts the LUMO energy at 0.0298 hartree. The SMILES is C=CN.O=CO. Its multiplicity is 1. The frontier orbital gap is 0.3555 Eh. The energy above the lowest of the compared OMol25 structures with the same formula, charge and spin is 61.12 kcal per mole.

---

# 2
Entry from the Open Molecules 2025 dataset: the molecule C3H7NO2 (ωB97M-V/def2-TZVPD).

XYZ file:
```
13
Properties=species:S:1:pos:R:3:nbo_charge:R:1
C -1.91668 0.30052 0.23821 -0.628
C -0.86981 -0.31236 -0.67010 -0.078
O 0.38823 0.34625 -0.46706 -0.529
C 1.36437 -0.37186 0.12928 0.883
N 2.50823 0.37117 0.20073 -0.839
O 1.25695 -1.51537 0.51838 -0.647
H -2.02588 1.37005 0.03459 0.210
H -1.63773 0.16646 1.28913 0.215
H -2.88418 -0.18365 0.06848 0.215
H -0.75020 -1.37874 -0.47364 0.214
H -1.12087 -0.16789 -1.72583 0.181
H 3.23835 0.00892 0.79295 0.403
H 2.44921 1.36648 0.06489 0.400
```

The calculation puts the LUMO energy at 0.0339 hartree. The SMILES is CCOC(N)=O. Its multiplicity is 1. The frontier orbital gap is 0.4165 Eh. The energy above the lowest of the compared OMol25 structures with the same formula, charge and spin is 3.54 kcal per mole.

---

# 3
Entry from the Open Molecules 2025 dataset: the molecule C3H7NO2 (ωB97M-V/def2-TZVPD).

XYZ file:
```
13
Properties=species:S:1:pos:R:3:nbo_charge:R:1
C 2.25639 -0.83229 -0.87222 -0.680
N 0.87092 -1.06184 0.01583 -0.648
C 0.05153 0.07568 0.39560 0.894
O 0.43000 0.91517 1.16367 -0.568
O -1.11179 0.06154 -0.25249 -0.501
C -1.93853 1.21955 -0.02604 -0.260
H 1.83243 -0.71445 -1.88186 0.132
H 1.38477 -1.44038 0.79627 0.452
H 2.50371 0.19226 -0.51907 0.144
H 0.31009 -1.78915 -0.42908 0.426
H -2.17280 1.32249 1.03657 0.201
H -2.84667 1.05208 -0.60518 0.204
H -1.42281 2.11850 -0.37070 0.203
```

The calculation puts the LUMO energy at 0.0172 hartree. Its multiplicity is 1. The frontier orbital gap is 0.2857 Eh. The energy above the lowest of the compared OMol25 structures with the same formula, charge and spin is 95.30 kcal per mole.

---

# 4
Entry from the Open Molecules 2025 dataset: a structure of composition C3H7NO2 (ωB97M-V/def2-TZVPD).

XYZ file:
```
13
Properties=species:S:1:pos:R:3:nbo_charge:R:1
O 0.32861 -1.06510 -1.49040 -0.711
C 0.87666 -0.07599 -0.93329 0.170
C -0.04133 1.10772 -0.56455 -0.138
O -0.95152 0.92334 0.56269 -0.457
C -1.12137 -0.20727 1.20963 0.538
N -0.60607 -1.37212 0.95510 -0.843
H -0.46574 -1.50170 -0.09410 0.427
H 1.33258 -0.41779 0.36001 -0.051
H 1.87749 0.26740 -1.25809 0.177
H 0.53073 2.00121 -0.30293 0.199
H -0.67821 1.31379 -1.42970 0.206
H -1.71095 -0.03357 2.11216 0.172
H 0.62912 -0.93992 0.87348 0.310
```

The calculation puts the LUMO energy at 0.0089 hartree. Its multiplicity is 1. The frontier orbital gap is 0.3505 Eh. The energy above the lowest of the compared OMol25 structures with the same formula, charge and spin is 126.12 kcal per mole.

---

# 5
Entry from the Open Molecules 2025 dataset: the molecule C3H7NO2 (ωB97M-V/def2-TZVPD).

XYZ file:
```
13
Properties=species:S:1:pos:R:3:nbo_charge:R:1
C 0.64601 1.81238 -0.11161 -0.625
C -0.58986 0.98412 0.17858 -0.075
O -0.38717 -0.27474 -0.46594 -0.535
C -0.43008 -1.39762 0.28604 0.885
N 0.14719 -2.40797 -0.42484 -0.843
O -0.91809 -1.49594 1.38774 -0.641
H 0.83742 1.80060 -1.18950 0.212
H 1.51994 1.38944 0.39604 0.210
H 0.51535 2.84813 0.21311 0.214
H -0.75618 0.82334 1.24732 0.210
H -1.48798 1.43372 -0.26008 0.180
H 0.23272 -3.31100 0.00679 0.404
H 0.67073 -2.20447 -1.26365 0.404
```

The calculation puts the LUMO energy at 0.0340 hartree. The SMILES is CCOC(N)=O. Its multiplicity is 1. The frontier orbital gap is 0.4155 Eh. The energy above the lowest of the compared OMol25 structures with the same formula, charge and spin is 5.09 kcal per mole.

---

# 6
Entry from the Open Molecules 2025 dataset: the molecule C3H7NO2 (ωB97M-V/def2-TZVPD).

XYZ file:
```
13
Properties=species:S:1:pos:R:3:nbo_charge:R:1
H -1.74401 -1.84847 0.37882 0.378
N -1.24319 -0.98232 0.25053 -0.783
C -0.95285 -0.36134 1.32028 0.456
O -0.03880 0.59242 1.38337 -0.474
C 0.71401 0.80634 0.16947 -0.117
C 1.25110 -0.48383 -0.52359 -0.107
O 0.47293 -0.65767 -1.67266 -0.759
H -1.39753 -0.53422 2.29920 0.161
H 1.47927 1.53413 0.44740 0.199
H 0.03883 1.29093 -0.54830 0.200
H 1.17813 -1.41182 0.09167 0.172
H 2.31958 -0.35933 -0.73444 0.186
H -0.41270 -0.77405 -1.17309 0.488
```

The calculation puts the LUMO energy at 0.0308 hartree. The SMILES is [H]/N=C/OCCO. Its multiplicity is 1. The frontier orbital gap is 0.3838 Eh. The energy above the lowest of the compared OMol25 structures with the same formula, charge and spin is 48.44 kcal per mole.

---

# 7
Entry from the Open Molecules 2025 dataset: a structure of composition C3H7NO2 (ωB97M-V/def2-TZVPD).

XYZ file:
```
13
Properties=species:S:1:pos:R:3:nbo_charge:R:1
C -1.40610 0.33789 0.40823 -0.778
C -1.25715 -0.40263 -0.76361 -0.048
O 0.67406 -0.67197 -1.25385 -0.674
C 1.46554 -0.66930 -0.26515 0.880
O 2.27848 -1.46187 0.15919 -0.636
N 1.24690 0.58331 0.54173 -0.845
H -1.77950 1.35771 0.31886 0.231
H -0.03989 0.56425 0.65638 0.397
H -1.70927 -0.19635 1.30785 0.234
H -1.34409 -1.48315 -0.75550 0.213
H -1.38656 0.05962 -1.73548 0.208
H 1.80121 0.57236 1.39558 0.412
H 1.45637 1.41014 -0.01423 0.408
```

The calculation puts the LUMO energy at 0.0246 hartree. Its multiplicity is 1. The frontier orbital gap is 0.3670 Eh. The energy above the lowest of the compared OMol25 structures with the same formula, charge and spin is 67.19 kcal per mole.

---

# 8
Entry from the Open Molecules 2025 dataset: a cluster of 2 separate species, C3H7NO2 in total (ωB97M-V/def2-TZVPD).

XYZ file:
```
13
Properties=species:S:1:pos:R:3:nbo_charge:R:1
N -1.94954 1.68328 -0.41672 -0.839
C -1.22463 0.56405 -0.12735 0.880
O -1.69366 -0.41139 0.43243 -0.666
O 0.05045 0.68452 -0.54406 -0.744
H -1.44390 2.51212 -0.68339 0.398
H -2.79671 1.79624 0.11680 0.401
H 0.63195 0.05343 0.01301 0.512
C 1.46654 -1.40855 0.59330 -0.488
C 0.79741 -1.64437 -0.54057 -0.323
H 0.96827 -1.51430 1.55451 0.219
H 2.51481 -1.12360 0.59130 0.207
H 1.23368 -1.46948 -1.52266 0.204
H -0.27216 -1.85028 -0.51628 0.237
```

The calculation puts the LUMO energy at 0.0332 hartree. The SMILES is NC(=O)O.C=C. Its multiplicity is 1. The frontier orbital gap is 0.4039 Eh. The energy above the lowest of the compared OMol25 structures with the same formula, charge and spin is 34.30 kcal per mole.